(1)
# C4H12BrMnO2

C4H12BrMnO2 as an isolated structure in a non-equilibrium geometry (ωB97M-V with the def2-TZVPD basis set, OMol25).

For the gap between HOMO and LUMO (alpha / beta), the calculation gives 3.58 / 3.75 eV. The lowest unoccupied orbital energy (alpha / beta) comes out at -8.722 / -8.560 eV. The energy relative to the best compared isomer or geometry (same formula, charge and spin) is 350.7 kJ/mol. As for the total charge: +1. The value obtained for the HOMO energy (alpha / beta) is -0.452 / -0.452 hartree. Its spin multiplicity is 6.

Cartesian coordinates (Å):
Mn (4.29185, 2.14414, 1.06906)
Br (1.66751, 1.12251, 1.11458)
C (-1.58800, 1.78322, -0.74357)
C (-2.51298, 2.08963, 0.42515)
O (-1.95102, 1.63523, 1.64587)
H (-0.72523, 2.45658, -0.81560)
H (-2.13144, 1.94984, -1.67554)
H (-1.02358, 0.84861, -0.80097)
H (-3.52690, 1.71899, 0.29716)
H (-2.56271, 3.18125, 0.48537)
H (-0.99572, 1.70631, 1.65291)
C (1.69367, -2.86356, 0.30360)
C (0.72999, -2.19602, -0.66172)
O (1.36564, -1.22361, -1.47010)
H (2.43505, -3.33572, -0.33903)
H (1.09655, -3.56985, 0.88132)
H (2.15357, -2.15119, 0.99067)
H (-0.18737, -1.82766, -0.19020)
H (0.34279, -3.02067, -1.26510)
H (1.42831, -0.44805, -0.90384)

natural (NBO) atomic charge list, values in e, 8 entries: number 1, Mn, carries 1.537; number 2, Br, carries -0.528; number 3, C, carries -0.650; number 4, C, carries -0.061; number 5, O, carries -0.718; number 6, H, carries 0.187; number 7, H, carries 0.230; number 8, H, carries 0.206

=====

(2)
# C40H59N4O3SSiSr

C40H59N4O3SSiSr as an isolated structure in a non-equilibrium geometry (ωB97M-V with the def2-TZVPD basis set, OMol25).

For the gap between HOMO and LUMO, the calculation gives 8.28 eV. The lowest unoccupied orbital energy comes out at -2.278 eV. The energy relative to the best compared isomer or geometry (same formula, charge and spin) is 469.6 kJ/mol. As for the total charge: +1. The value obtained for the HOMO energy is -0.388 hartree. Its spin multiplicity is 1.

Cartesian coordinates (Å):
Sr (-0.04178, -0.73152, -0.37212)
C (-1.85808, -1.15930, 2.72604)
N (-1.25496, -1.31339, 1.41451)
C (-0.27484, -2.49706, 1.29535)
C (1.03738, -2.22067, 2.01678)
C (1.50003, -3.02934, 3.03371)
C (2.75476, -2.76570, 3.57217)
C (3.47708, -1.70152, 3.07460)
C (2.90437, -0.90882, 2.08746)
N (1.70320, -1.13505, 1.56922)
C (-2.24018, -1.52062, 0.25216)
C (-2.73418, -0.31454, -0.61128)
C (-3.86155, -0.53178, -1.38341)
C (-4.28577, 0.47079, -2.24337)
C (-3.56967, 1.65413, -2.29330)
C (-2.43712, 1.76472, -1.50511)
N (-1.99913, 0.80899, -0.68594)
C (-2.32309, 0.26402, 2.92413)
C (-3.55690, 0.53597, 3.49719)
C (-3.93680, 1.85999, 3.65725)
C (-3.07406, 2.85632, 3.23606)
C (-1.85844, 2.47917, 2.68099)
N (-1.48020, 1.21589, 2.52362)
H (-2.69240, -1.85633, 2.86222)
H (-1.09267, -1.39199, 3.47102)
H (-0.73113, -3.45038, 1.56475)
H (-0.01777, -2.62772, 0.18641)
H (0.89745, -3.85371, 3.38846)
H (3.15878, -3.38242, 4.36382)
H (4.46559, -1.46317, 3.43989)
H (3.44005, -0.04718, 1.71636)
H (-1.60912, -2.09927, -0.48455)
H (-3.05179, -2.18917, 0.52926)
H (-4.39408, -1.47153, -1.31842)
H (-5.16287, 0.32844, -2.86044)
H (-3.86465, 2.47833, -2.92591)
H (-1.85216, 2.67719, -1.52914)
H (-4.20259, -0.27347, 3.81194)
H (-4.89298, 2.10674, 4.09976)
H (-3.32563, 3.90297, 3.33200)
H (-1.15831, 3.23914, 2.35002)
C (2.67963, 2.55315, -4.57838)
C (2.25932, 1.53660, -3.51559)
C (0.86766, 0.97995, -3.82474)
C (2.31354, 2.16366, -2.13786)
C (1.18558, 2.71714, -1.53021)
C (1.22648, 3.21951, -0.24135)
C (2.40997, 3.22799, 0.49480)
C (2.44353, 3.67232, 1.92714)
C (3.55566, 2.76672, -0.14809)
C (3.50665, 2.22895, -1.42752)
H (2.63747, 2.11392, -5.57674)
H (3.69495, 2.91325, -4.41072)
H (2.01165, 3.41727, -4.56308)
H (2.97882, 0.71331, -3.52412)
H (0.24368, 1.76432, -4.26206)
H (0.37147, 0.64682, -2.91058)
H (0.88379, 0.13945, -4.51479)
H (0.26655, 2.79687, -2.09992)
H (0.33520, 3.66821, 0.18654)
H (1.90471, 2.98501, 2.58308)
H (1.97609, 4.65139, 2.05198)
H (3.46781, 3.73948, 2.29277)
H (4.51185, 2.84026, 0.35754)
H (4.41738, 1.86430, -1.89052)
C (0.80253, -2.83166, -5.80390)
C (1.54311, -4.12787, -5.51626)
C (1.04142, -5.25918, -6.39937)
C (3.03986, -3.93715, -5.67949)
O (1.35675, -4.52533, -4.13297)
Si (0.10269, -4.47288, -3.11725)
S (0.00541, -2.42825, -2.11856)
O (-1.24122, -4.77747, -3.96832)
C (-2.56520, -5.27462, -3.69940)
C (-3.07401, -4.73523, -2.36670)
C (-2.50801, -6.79223, -3.68721)
C (-3.42768, -4.76381, -4.84005)
O (0.28444, -5.61295, -1.97405)
C (1.43850, -6.25385, -1.38462)
C (0.92893, -6.89248, -0.10096)
C (1.93558, -7.31166, -2.35661)
C (2.53027, -5.23643, -1.08425)
H (0.92328, -2.57605, -6.85868)
H (1.20194, -2.01832, -5.19598)
H (-0.26265, -2.93162, -5.59849)
H (1.27846, -5.05573, -7.44503)
H (-0.03860, -5.37173, -6.30151)
H (1.51418, -6.20014, -6.11520)
H (3.28059, -3.64984, -6.70410)
H (3.57020, -4.86112, -5.44643)
H (3.39594, -3.15685, -5.00519)
H (-2.45775, -5.10415, -1.54581)
H (-4.10318, -5.06500, -2.22049)
H (-3.04545, -3.64185, -2.36581)
H (-1.91665, -7.15318, -2.84543)
H (-2.05023, -7.15561, -4.60760)
H (-3.51656, -7.20294, -3.61172)
H (-3.37561, -3.67501, -4.88985)
H (-4.46790, -5.06235, -4.69910)
H (-3.08021, -5.16438, -5.79277)
H (0.33604, -7.78225, -0.31519)
H (0.29087, -6.18883, 0.43465)
H (1.75686, -7.17481, 0.55062)
H (1.15602, -8.05082, -2.54409)
H (2.80804, -7.82634, -1.94712)
H (2.21850, -6.85451, -3.30310)
H (2.16118, -4.42648, -0.45256)
H (2.91705, -4.79217, -2.00144)
H (3.34382, -5.73374, -0.55256)

Löwdin atomic charge list, values in e, 8 entries: number 1, Sr, carries 1.216; number 2, C, carries -0.118; number 3, N, carries -0.304; number 4, C, carries -0.215; number 5, C, carries -0.284; number 6, C, carries -0.005; number 7, C, carries -0.032; number 8, C, carries -0.035

=====

(3)
# C42H45N8O5PRuS6SeSi

C42H45N8O5PRuS6SeSi as an isolated structure in a non-equilibrium geometry (ωB97M-V with the def2-TZVPD basis set, OMol25).

For the gap between HOMO and LUMO (alpha / beta), the calculation gives 5.21 / 6.01 eV. The lowest unoccupied orbital energy (alpha / beta) comes out at -4.343 / -3.552 eV. The energy relative to the best compared isomer or geometry (same formula, charge and spin) is 518.5 kJ/mol. As for the total charge: +1. The value obtained for the HOMO energy (alpha / beta) is -0.351 / -0.351 hartree. Its spin multiplicity is 2.

Cartesian coordinates (Å):
Ru (0.01885, 0.61742, -0.12653)
N (-0.76405, 5.65842, 6.33887)
C (-0.70335, 4.47352, 5.66777)
C (-1.79755, 4.03312, 4.91007)
C (-1.70105, 2.88722, 4.14597)
C (-0.52075, 2.16462, 4.14037)
C (0.57355, 2.58202, 4.88357)
C (0.48385, 3.72632, 5.64397)
S (-0.22575, 0.87982, 2.95077)
O (0.44065, -0.25238, 3.50677)
O (-1.45595, 0.62052, 2.21437)
N (0.73475, 1.70632, 1.90557)
C (2.02535, 1.25282, 1.78577)
N (2.85225, 1.32702, 2.81827)
C (4.08885, 0.90142, 2.62117)
C (4.52925, 0.43402, 1.39107)
C (3.58435, 0.37202, 0.37827)
N (2.33895, 0.77102, 0.57727)
H (-1.66965, 6.06462, 6.50017)
H (-0.06505, 5.84892, 7.03587)
H (-2.70965, 4.61252, 4.91887)
H (-2.53225, 2.53802, 3.55107)
H (1.48025, 2.00122, 4.83017)
H (1.32945, 4.07432, 6.21517)
H (4.74315, 0.95522, 3.48067)
H (5.54575, 0.11602, 1.23557)
H (3.81375, -0.00038, -0.61283)
C (4.02845, 1.05212, -4.26563)
S (2.78655, 1.14742, -5.59493)
C (1.52895, 0.04302, -5.06173)
C (0.77585, 0.13462, -3.94553)
S (1.01425, 1.33042, -2.65043)
S (-0.47505, -1.06428, -3.73143)
C (-0.25115, -1.85948, -5.26953)
S (-1.18955, -3.09988, -5.76503)
S (1.07295, -1.20908, -6.19693)
H (4.61285, 1.96382, -4.34613)
H (4.66195, 0.18802, -4.43873)
H (3.53175, 1.00272, -3.30443)
N (-1.59095, 3.26182, -3.04123)
C (-1.61785, 4.30372, -2.02243)
P (-1.03695, 3.33392, -0.55723)
O (-1.94115, 2.15592, -0.37083)
O (0.43195, 3.05782, -0.74253)
C (-1.05395, 4.43062, 0.98387)
N (0.29125, 4.24482, 1.53297)
H (-0.08685, 2.09972, -2.91943)
H (-1.73835, 3.63192, -3.97493)
H (-2.32435, 2.58532, -2.84393)
H (-2.59845, 4.77132, -1.87873)
H (-0.87505, 5.06362, -2.26313)
H (-1.80155, 4.07312, 1.68827)
H (-1.23945, 5.47892, 0.74337)
H (0.46745, 3.09052, 1.78457)
H (0.51625, 4.85592, 2.31707)
H (0.94255, 4.36072, 0.74227)
O (0.63605, -1.48218, -0.90253)
Si (1.58405, -2.72838, -0.85323)
C (0.62465, -4.34678, -0.41623)
C (-0.73355, -4.31688, -0.16893)
C (-1.39595, -5.48008, 0.19217)
C (-0.69485, -6.66708, 0.30777)
C (0.66665, -6.69428, 0.05747)
C (1.32965, -5.53248, -0.30103)
C (2.83205, -2.66278, 0.57427)
C (4.15345, -3.08828, 0.50057)
C (4.96285, -3.06138, 1.62457)
C (4.45115, -2.63398, 2.84107)
C (3.13455, -2.20958, 2.92887)
C (2.33795, -2.22328, 1.79967)
C (2.32795, -3.02768, -2.58453)
C (3.51745, -2.42528, -2.97413)
C (4.02745, -2.62218, -4.24633)
C (3.34485, -3.41148, -5.15493)
C (2.15295, -4.00878, -4.78173)
C (1.65325, -3.81868, -3.50573)
H (-1.28315, -3.38848, -0.26213)
H (-2.45875, -5.45508, 0.38337)
H (-1.20835, -7.57488, 0.58957)
H (1.21895, -7.61798, 0.14337)
H (2.39315, -5.55398, -0.49093)
H (4.55345, -3.45008, -0.43853)
H (5.98945, -3.39618, 1.55337)
H (5.07655, -2.64548, 3.72247)
H (2.71315, -1.88098, 3.86867)
H (1.31125, -1.88358, 1.87277)
H (4.06225, -1.80708, -2.27293)
H (4.97315, -2.17748, -4.52533)
H (3.74225, -3.56208, -6.14733)
H (1.61385, -4.62538, -5.48383)
H (0.72675, -4.29288, -3.21863)
C (-4.81115, -0.43798, -2.46543)
N (-4.69875, -0.08458, -1.07643)
C (-3.58025, -0.15738, -0.32413)
Se (-1.93045, -0.86968, -0.79483)
N (-3.86735, 0.25112, 0.92257)
C (-5.18865, 0.60172, 0.99927)
C (-5.98455, 1.05062, 2.04307)
C (-7.31935, 1.27512, 1.76027)
C (-7.85055, 1.06252, 0.48917)
C (-7.06685, 0.61392, -0.55693)
C (-5.72725, 0.38082, -0.28423)
H (-3.84305, -0.80938, -2.80773)
H (-5.11145, 0.43352, -3.05203)
H (-5.56045, -1.22078, -2.59563)
H (-3.14175, 0.35942, 1.62947)
H (-5.57945, 1.20252, 3.03127)
H (-7.96865, 1.62272, 2.54577)
H (-8.90025, 1.24282, 0.32467)
H (-7.48675, 0.44162, -1.53473)

Löwdin atomic charge list, values in e, 8 entries: number 1, Ru, carries 1.096; number 2, N, carries 0.122; number 3, C, carries -0.320; number 4, C, carries -0.024; number 5, C, carries -0.084; number 6, C, carries -0.299; number 7, C, carries -0.060; number 8, C, carries -0.011

=====

Question: energy relative to the best compared isomer or geometry (same formula, charge and spin) of number 1 (C4H12BrMnO2)?
Answer: 350.7 kJ/mol